Record 1
The following is a quantum chemistry calculation of a molecular structure, C35H53HgN4OP2 in a non-equilibrium geometry, from OMol25.

Computed properties:
total charge: +1
orbital gap: 0.192 Ha
relative energy (zero: lowest compared OMol25 entry of this formula, charge and spin): 0.174 eV
strongest force on any atom: 3.76 eV Å⁻¹

CARTESIAN COORDINATES (ANGSTROEM)
C: 2.2066 -2.0120 -1.0429
C: 2.1554 0.1849 -1.9015
C: 3.0132 -2.4460 -2.1060
C: 2.8476 -0.2537 -3.0691
C: 3.3188 -1.5515 -3.1356
H: 3.3524 -3.4790 -2.1227
H: 3.0605 0.4884 -3.8360
H: 3.8949 -1.8799 -4.0004
N: 1.8509 -0.7324 -0.9260
P: 0.0180 -2.6920 0.7601
P: 1.3156 2.2157 -0.1195
C: 1.6686 -3.0307 -0.0045
H: 1.5901 -4.0329 -0.4605
H: 2.3642 -3.1107 0.8492
C: 1.8874 1.5668 -1.6770
H: 2.0810 2.2247 -2.5245
C: -0.1251 3.6067 -0.2198
C: 3.0309 3.0519 0.2401
C: -1.1927 -3.5107 -0.4264
C: 0.0143 -3.6051 2.4146
C: -1.4146 3.0349 0.3937
H: -1.2689 2.7300 1.4384
H: -2.1925 3.8162 0.3826
H: -1.7975 2.1686 -0.1612
C: 0.2430 4.8525 0.5970
H: 0.3333 4.6313 1.6688
H: 1.1558 5.3423 0.2408
H: -0.5709 5.5876 0.5020
C: -0.3980 4.0071 -1.6704
H: -1.1770 4.7888 -1.6694
H: 0.4871 4.4380 -2.1540
H: -0.7680 3.1708 -2.2786
C: 3.0407 3.5996 1.6671
H: 2.9131 2.7948 2.4033
H: 4.0115 4.0947 1.8320
H: 2.2618 4.3476 1.8293
C: 4.1374 1.9748 0.1367
H: 3.8286 1.0184 0.5810
H: 4.4377 1.7959 -0.9066
H: 5.0296 2.3159 0.6901
C: 3.3169 4.1663 -0.7943
H: 2.8380 3.9983 -1.7680
H: 3.0129 5.1583 -0.4344
H: 4.4053 4.2194 -0.9777
C: -1.4161 -3.6398 2.9802
H: -1.3680 -4.0358 4.0064
H: -1.8589 -2.6346 3.0271
H: -2.0822 -4.2995 2.4088
C: 0.9061 -2.8291 3.3952
H: 1.9413 -2.7467 3.0422
H: 0.5185 -1.8259 3.6071
H: 0.9282 -3.3828 4.3458
C: 0.5798 -5.0318 2.3132
H: 0.6374 -5.4333 3.3355
H: -0.0579 -5.7122 1.7420
H: 1.5918 -5.0530 1.8888
C: -0.8232 -3.1135 -1.8701
H: -1.6538 -3.4061 -2.5323
H: -0.6736 -2.0317 -1.9926
H: 0.0795 -3.6410 -2.2164
C: -2.6113 -3.0168 -0.0889
H: -2.6633 -1.9226 -0.1124
H: -3.3025 -3.4112 -0.8525
H: -2.9609 -3.3432 0.9007
C: -1.1909 -5.0460 -0.3445
H: -0.1867 -5.4824 -0.4390
H: -1.6771 -5.4134 0.5687
H: -1.7916 -5.4074 -1.1937
Hg: -0.0974 -0.1747 0.8592
C: 2.2791 0.3313 2.7416
O: 3.1519 -0.4174 2.7828
N: -2.8138 -0.0121 -0.8406
C: -2.9079 0.1804 -2.0026
C: -2.9114 0.5235 -3.3854
C: -4.1211 0.4902 -4.0850
C: -1.7126 0.8655 -4.0421
C: -4.1310 0.7509 -5.4544
H: -5.0519 0.2425 -3.5669
C: -1.7296 1.1475 -5.4085
H: -0.7624 0.8943 -3.5000
C: -2.9327 1.0419 -6.1070
H: -5.0679 0.6996 -6.0204
H: -0.8060 1.4334 -5.9247
H: -2.9290 1.1636 -7.1902
C: -0.2358 2.0591 4.0986
C: -1.4426 1.2540 3.8082
N: -1.6720 0.4815 2.7517
C: -2.9613 -0.0233 2.9052
C: -3.4884 0.4411 4.0788
N: -2.5123 1.2519 4.6333
H: -0.1042 2.1304 5.1869
H: 0.6479 1.5798 3.6482
H: -0.3545 3.0804 3.6994
H: -3.4065 -0.6522 2.1458
H: -4.4492 0.2707 4.5296
H: -2.5605 1.7714 5.4990

Forces on atoms 1 to 2 (eV/Å):
C 0.2 0.0 -0.9
C -0.1 1.0 0.9

Atomic partial charges in e from the Mulliken method, atoms 1 to 6: -0.149 0.437 -0.883 -1.265 -0.775 0.502

=====

Record 2
The following is a quantum chemistry calculation of 2 unconnected molecules or ions with the total composition C35H53INO5PS in a non-equilibrium geometry, from OMol25.

Computed properties:
total charge: -2
orbital gap: 0.126 Ha
strongest force on any atom: 1.99 eV Å⁻¹

CARTESIAN COORDINATES (ANGSTROEM)
C: 4.9360 -1.3590 -1.3646
C: 4.8132 -0.5948 -0.0102
C: 3.3996 -0.6845 0.6151
C: 3.3729 -0.7714 2.1529
C: 3.3526 0.6167 2.8029
C: 4.5814 1.4844 2.4273
C: 4.3004 2.4487 1.2628
C: 3.5341 3.7088 1.6757
C: 3.1533 4.5558 0.4554
C: 2.2135 3.8221 -0.5458
C: 2.9854 3.5084 -1.8462
C: 2.0818 3.1401 -3.0276
C: 1.2897 1.8232 -2.8517
C: 2.1289 0.5774 -2.5325
C: 1.2784 -0.4407 -1.7282
C: 0.4178 -1.2691 -2.7128
C: -0.2554 -2.4492 -1.9989
C: -1.3169 -1.9971 -0.9433
P: -2.9378 -1.7373 -1.8106
I: -3.5831 -4.1441 -1.1855
C: -4.5634 -1.2023 -1.1340
C: -4.7931 -1.3285 0.3951
C: -3.5775 -1.1035 1.2894
O: -5.8974 -0.4493 0.7027
C: -5.4953 0.8732 1.0135
C: -6.6810 1.7884 0.7202
C: -7.5942 1.4303 -0.2361
C: -8.6422 2.2541 -0.5449
C: -8.8016 3.4319 0.1354
C: -7.9028 3.7874 1.1043
C: -6.8459 2.9731 1.3883
N: -2.4831 -0.0529 -2.4739
C: -2.3333 0.8601 -1.7011
S: -1.9476 2.0665 -0.7436
H: 4.9689 -0.6288 -2.1817
H: 4.1021 -2.0486 -1.4821
H: 5.8323 -1.9737 -1.3555
H: 5.5440 -0.9843 0.7002
H: 4.9997 0.4627 -0.2341
H: 2.8045 0.1811 0.2979
H: 2.8715 -1.5600 0.2248
H: 4.1895 -1.3797 2.5464
H: 2.4315 -1.2630 2.4202
H: 2.4324 1.1669 2.5726
H: 3.3781 0.4864 3.8921
H: 4.8247 2.1064 3.2988
H: 5.4258 0.8269 2.2149
H: 3.7150 1.9415 0.4913
H: 5.2629 2.7684 0.8468
H: 2.6789 3.4896 2.3236
H: 4.2188 4.3123 2.2901
H: 4.0836 4.8127 -0.0629
H: 2.7046 5.4925 0.8025
H: 1.3715 4.4772 -0.7912
H: 1.8531 2.9017 -0.0780
H: 3.7205 2.7393 -1.6000
H: 3.5276 4.4199 -2.1244
H: 2.6631 3.1237 -3.9569
H: 1.3461 3.9486 -3.1373
H: 0.7802 1.6363 -3.8043
H: 0.5210 2.0003 -2.0942
H: 2.4824 0.0827 -3.4419
H: 3.0210 0.7834 -1.9325
H: 1.9411 -1.1648 -1.2593
H: 0.6145 0.0798 -1.0345
H: -0.2832 -0.6581 -3.2877
H: 1.1349 -1.6961 -3.4253
H: 0.4501 -3.1408 -1.5247
H: -0.8095 -3.0308 -2.7496
H: -1.4421 -2.8545 -0.2902
H: -0.9843 -1.1803 -0.2979
H: -2.9673 -2.1870 -3.1332
H: -4.8628 -0.1935 -1.4363
H: -5.3041 -1.8542 -1.6039
H: -5.1768 -2.3181 0.6347
H: -3.9058 -0.9993 2.3248
H: -2.9248 -0.2796 0.9963
H: -2.9817 -2.0213 1.2747
H: -5.3053 0.9328 2.0902
H: -4.6550 1.2297 0.4089
H: -7.5221 0.4951 -0.7746
H: -9.3584 2.0026 -1.3178
H: -9.6432 4.0799 -0.0827
H: -8.0440 4.7122 1.6517
H: -6.1241 3.2368 2.1545
C: 2.7234 -5.0767 2.8035
C: 2.8578 -5.2007 1.4231
C: 1.5209 -5.3582 0.6528
O: 1.4785 -5.3950 -0.5933
C: 0.3178 -5.4668 1.4124
C: 0.1797 -5.3589 2.8005
C: 1.5047 -5.0885 3.5604
O: 1.5322 -4.8936 4.7830
O: -0.8745 -5.4517 3.4578
O: 3.9229 -5.1900 0.7671
H: 3.6166 -4.9498 3.4111
H: -0.5688 -5.6502 0.8087

Forces on atoms 1 to 2 (eV/Å):
C 0.0 0.4 0.7
C -0.7 -0.2 -0.7

Atomic partial charges in e from the Mulliken method, atoms 1 to 6: -1.261 -0.193 0.821 -1.409 -0.786 -0.955

=====

Record 3
The following is a quantum chemistry calculation of a molecular structure, C35H54AsHfN9O7S2SeSi3 in a non-equilibrium geometry, from OMol25.

Computed properties:
orbital gap: 0.262 Ha
relative energy (zero: lowest compared OMol25 entry of this formula, charge and spin): 4.428 eV
strongest force on any atom: 2.88 eV Å⁻¹

CARTESIAN COORDINATES (ANGSTROEM)
Hf: 5.3782 16.6004 15.6259
C: -2.3588 16.6834 13.3534
C: -0.9930 16.3187 13.9671
C: -0.2828 16.9841 14.9055
C: 0.9467 16.4757 15.2665
C: 1.4606 15.2949 14.8001
C: 0.7609 14.6043 13.8107
C: -0.4413 15.1462 13.4286
S: 3.1680 14.7721 15.2107
O: 3.9944 15.5664 14.2552
O: 3.2950 13.3668 15.0582
N: 3.6918 15.3738 16.6128
C: 3.1753 14.7121 17.7364
C: 3.7565 13.4900 18.1999
C: 3.3092 12.9413 19.3977
C: 2.2645 13.5472 20.0893
C: 1.6838 14.6362 19.4735
N: 2.0759 15.1991 18.3201
H: -2.2277 16.9317 12.2689
H: -2.8960 17.5301 13.7827
H: -3.0220 15.8400 13.3653
H: -0.5603 17.8916 15.3965
H: 1.5511 17.0472 15.9505
H: 1.1807 13.7412 13.3658
H: -1.0019 14.6531 12.6139
H: 4.5957 13.0228 17.6724
H: 3.7826 12.0330 19.8238
H: 1.8800 13.1737 21.0523
H: 0.8132 15.0832 19.9775
N: 2.7081 18.1971 17.8728
N: 2.3625 18.7813 16.6652
C: 3.4202 19.2264 15.8809
N: 3.0912 20.4103 15.2956
N: 4.4442 18.4639 15.6646
N: 5.6867 19.0846 14.7888
O: 5.4414 20.1882 14.2985
O: 5.8543 18.0960 13.9440
H: 2.3884 17.2669 17.9868
H: 2.5213 18.8143 18.6430
H: 1.6145 19.4670 16.7230
H: 2.2370 20.8545 15.5422
H: 3.7716 20.8229 14.6861
Se: 5.9122 15.7747 18.9212
N: 11.3257 20.0446 14.4007
C: 10.4099 19.5088 14.8120
C: 9.2366 18.9998 15.4279
C: 9.4109 17.7404 16.1414
C: 8.2366 17.1434 16.4760
N: 7.0036 17.7664 16.3392
C: 6.8900 19.1432 15.9158
C: 8.0925 19.7057 15.1952
H: 10.3968 17.2279 16.1099
H: 8.1949 16.1330 16.8232
H: 6.4168 19.8535 16.5660
H: 8.0466 20.5317 14.5162
C: 9.8631 16.2320 19.5326
Si: 8.8990 17.4279 20.6450
C: 8.6011 19.0105 19.6331
C: 9.6542 17.6444 22.3316
As: 6.8169 16.2518 20.9545
Si: 4.9980 17.4526 21.9787
C: 5.1592 17.6941 23.8748
C: 4.9648 18.9950 20.9154
C: 3.6438 16.1789 21.6594
Si: 7.4311 14.6069 22.5322
C: 5.8555 13.8143 23.1878
C: 8.3951 13.3677 21.5331
C: 8.2596 15.4292 24.0426
H: 10.4891 16.9473 18.9825
H: 9.2530 15.7742 18.7608
H: 10.4900 15.5375 20.0653
H: 9.5490 19.5541 19.7915
H: 7.7784 19.7002 19.8553
H: 8.6445 18.7392 18.5971
H: 10.4843 18.4121 22.2733
H: 10.1333 16.7029 22.6198
H: 9.0516 18.0771 23.1175
H: 5.9545 18.3651 24.1458
H: 5.3376 16.7378 24.3883
H: 4.2675 18.1355 24.3330
H: 4.8170 18.7497 19.8504
H: 5.9640 19.3875 21.0244
H: 4.2312 19.7888 21.2056
H: 2.7566 16.3548 21.0620
H: 3.3701 15.8825 22.6872
H: 4.1361 15.2889 21.2710
H: 5.3748 13.1554 22.4196
H: 5.1097 14.5409 23.5178
H: 6.0715 13.1430 24.0421
H: 7.7554 12.5294 21.1930
H: 9.1601 12.8523 22.1137
H: 8.8809 13.7906 20.6605
H: 7.7128 16.2174 24.5733
H: 9.2304 15.8369 23.8863
H: 8.3590 14.5664 24.6764
C: 8.0839 10.9467 10.1003
C: 7.8127 11.8006 11.3158
C: 7.0886 12.9676 11.3367
C: 6.9156 13.6944 12.4856
C: 7.6341 13.2559 13.6104
C: 8.2577 12.0544 13.6443
C: 8.2761 11.2595 12.5166
S: 7.4751 14.1004 15.1420
O: 8.7509 13.9678 15.7700
O: 7.0104 15.5309 14.7587
O: 6.3725 13.6104 15.8951
H: 7.1030 10.6557 9.6910
H: 8.6050 10.0488 10.4069
H: 8.7600 11.4280 9.4303
H: 6.5947 13.3653 10.4423
H: 6.3105 14.5870 12.4755
H: 8.6625 11.6820 14.5743
H: 8.6275 10.2677 12.5082

Forces on atoms 1 to 2 (eV/Å):
Hf 1.1 -1.3 -0.5
C 0.8 0.8 -0.7

Atomic partial charges in e from the Mulliken method, atoms 1 to 6: 0.868 -1.616 0.757 -1.011 0.718 -0.187

=====

Record 4
The following is a quantum chemistry calculation of a molecular structure, C35H54F3N16O5S in a non-equilibrium geometry, from OMol25.

Computed properties:
total charge: -1
orbital gap: 0.264 Ha
strongest force on any atom: 8.55 eV Å⁻¹

CARTESIAN COORDINATES (ANGSTROEM)
O: 2.7911 3.5039 0.4430
S: 1.7357 4.5649 0.2135
O: 2.0241 5.6432 1.2184
N: 1.8939 5.0796 -1.3608
C: 1.5225 6.5011 -1.5104
O: 2.5147 7.4222 -1.0177
C: 2.0851 8.7748 -1.0910
O: 0.8520 9.0471 -0.4194
C: 0.9500 8.8035 0.9947
C: -0.4524 8.1813 1.4906
O: -1.4310 8.0741 0.4489
C: 0.0641 3.8482 0.6414
F: -0.1372 2.5472 0.1524
F: -0.9753 4.6832 0.2064
F: -0.0393 3.7284 2.0454
H: 1.4280 6.6817 -2.6374
H: 0.4892 6.6421 -1.0749
H: 2.8885 9.3917 -0.5556
H: 2.0263 9.1961 -2.1442
H: 1.8434 8.1702 1.2807
H: 1.0193 9.8299 1.4995
H: -0.3130 7.1641 1.9749
H: -0.8828 8.8597 2.2962
H: -1.3078 7.2544 -0.0676
C: -1.1916 4.0934 5.6149
C: -1.5733 5.2319 4.7375
N: -1.8604 6.1201 4.0562
H: -0.2058 4.2789 6.0487
H: -1.9217 3.9793 6.4164
H: -1.1559 3.1719 5.0324
C: -1.3648 -0.4720 -0.7886
C: -1.5067 -1.1378 -2.1125
N: -1.6301 -1.6531 -3.1562
H: -0.8584 0.4863 -0.9073
H: -2.3488 -0.3026 -0.3506
H: -0.7799 -1.1023 -0.1175
C: -3.1846 0.5037 -5.0204
C: -3.2834 1.0956 -6.3836
N: -3.3599 1.5556 -7.4429
H: -4.1178 0.0007 -4.7661
H: -2.3708 -0.2198 -4.9878
H: -2.9924 1.2888 -4.2882
C: 2.5768 0.9827 2.7210
C: 1.2953 0.2545 2.5250
N: 0.2982 -0.3118 2.3723
H: 2.5232 1.9642 2.2337
H: 2.7638 1.1221 3.7866
H: 3.3979 0.4122 2.2865
C: -1.8326 -2.0966 3.9074
C: -2.8647 -1.9620 4.9708
N: -3.6673 -1.8571 5.7982
H: -1.6582 -1.1313 3.4339
H: -0.8987 -2.4540 4.3406
H: -2.1697 -2.8075 3.1524
C: 1.1341 -3.8829 -2.2868
C: 2.0492 -3.5164 -1.1712
N: 2.7608 -3.2327 -0.3034
H: 0.7850 -4.9078 -2.1574
H: 0.2758 -3.2079 -2.2932
H: 1.6597 -3.8041 -3.2381
C: -4.3800 4.9338 -6.6169
C: -3.4620 5.2915 -5.5010
N: -2.7488 5.5690 -4.6339
H: -4.7313 3.9093 -6.4936
H: -5.2380 5.6068 -6.6216
H: -3.8567 5.0172 -7.5694
C: -5.1719 -4.0304 8.3357
C: -5.4175 -4.0285 9.8047
N: -5.6083 -4.0266 10.9460
H: -4.5985 -3.1464 8.0536
H: -4.6114 -4.9224 8.0545
H: -6.1213 -4.0233 7.8003
C: 4.7101 -6.1538 -3.9519
C: 3.3763 -5.9102 -4.5632
N: 2.3394 -5.7208 -5.0387
H: 4.6349 -6.1056 -2.8643
H: 5.0758 -7.1398 -4.2398
H: 5.4181 -5.3981 -4.2940
C: 0.9922 -7.2807 0.9009
C: 1.9365 -6.9595 -0.2070
N: 2.6883 -6.7126 -1.0804
H: 1.4462 -8.0040 1.5813
H: 0.7519 -6.3733 1.4571
H: 0.0724 -7.7033 0.4951
C: 3.3017 5.1284 5.7741
C: 2.2992 5.2206 6.8723
N: 1.5241 5.2969 7.7392
H: 3.4491 6.1102 5.3240
H: 4.2526 4.7708 6.1699
H: 2.9506 4.4358 5.0084
C: -0.5967 -5.6197 -6.6128
C: -0.8351 -6.3092 -7.9108
N: -1.0211 -6.8457 -8.9197
H: -1.2056 -6.0779 -5.8331
H: 0.4557 -5.7005 -6.3365
H: -0.8626 -4.5654 -6.6982
C: -2.2476 -4.3914 -10.5162
C: -2.3303 -3.8157 -11.8875
N: -2.3945 -3.3686 -12.9526
H: -3.1838 -4.8907 -10.2666
H: -1.4353 -5.1146 -10.4657
H: -2.0632 -3.5974 -9.7916
C: 6.7631 -6.2822 0.6075
C: 5.4371 -6.3242 -0.0712
N: 4.3958 -6.3585 -0.5967
H: 7.5061 -5.8456 -0.0601
H: 6.6969 -5.6768 1.5119
H: 7.0749 -7.2921 0.8764
C: -1.3830 -3.0362 8.8693
C: -1.5950 -3.7422 7.5763
N: -1.7693 -4.2900 6.5737
H: -1.9952 -3.4949 9.6468
H: -0.3337 -3.0993 9.1583
H: -1.6628 -1.9871 8.7679

Forces on atoms 1 to 2 (eV/Å):
O -3.5 0.5 -0.6
S 6.9 2.2 -1.0

Atomic partial charges in e from the Mulliken method, atoms 1 to 6: -0.779 1.152 -0.637 -0.644 -0.034 -0.250

=====

Number 1: LUMO energy -3.02 eV. Number 2: LUMO energy 3.31 eV. Number 3: LUMO energy 0.03 eV. Number 4: LUMO energy 1.40 eV.